Entry from the OMol25 dataset: a 3-piece molecular cluster, C12H33IN2SSi overall (ωB97M-V with the def2-TZVPD basis set).

Positions of all 50 atoms, in Å:
1 C 3.06 -0.40 4.50
2 C 2.69 0.93 3.85
3 N 2.51 0.83 2.42
4 C 2.50 2.12 1.74
5 C 1.38 3.11 2.10
6 C 1.53 -0.14 1.97
7 C 0.10 -0.01 2.50
8 H 3.91 -0.85 3.99
9 H 3.32 -0.24 5.54
10 H 2.23 -1.11 4.47
11 H 3.51 1.64 4.02
12 H 1.81 1.35 4.37
13 H 2.49 1.93 0.67
14 H 3.46 2.60 1.95
15 H 0.41 2.79 1.70
16 H 1.60 4.08 1.66
17 H 1.28 3.24 3.17
18 H 1.91 -1.13 2.23
19 H 1.52 -0.11 0.88
20 H 0.07 0.11 3.59
21 H -0.46 -0.92 2.27
22 H -0.44 0.83 2.06
23 C -3.82 -1.08 -1.21
24 C -2.87 -2.22 -1.56
25 N -2.02 -1.91 -2.69
26 C -1.34 -3.07 -3.24
27 C -0.31 -3.79 -2.35
28 C -1.23 -0.70 -2.57
29 C -0.30 -0.57 -1.35
30 H -4.38 -0.77 -2.09
31 H -4.53 -1.41 -0.45
32 H -3.30 -0.21 -0.81
33 H -3.45 -3.10 -1.83
34 H -2.30 -2.49 -0.65
35 H -0.85 -2.76 -4.16
36 H -2.11 -3.79 -3.53
37 H 0.60 -3.21 -2.21
38 H -0.03 -4.74 -2.81
39 H -0.72 -4.02 -1.36
40 H -1.92 0.14 -2.56
41 H -0.65 -0.59 -3.49
42 H -0.82 -0.83 -0.43
43 H 0.04 0.46 -1.26
44 H 0.58 -1.20 -1.43
45 S -0.49 3.67 -1.28
46 Si -0.64 3.51 -3.40
47 I -1.57 5.63 -4.23
48 H -1.14 2.57 -0.91
49 H -1.53 2.41 -3.80
50 H 0.70 3.41 -4.00

Properties
HOMO-LUMO gap: 0.315 Eh
HOMO energy: -8.1302 eV
total charge: 0
DFT total energy: -1571.90934 Eh

Results of the natural (NBO) charge analysis, in e, for atoms 1 through 2:
1 C -0.617
2 C -0.213